No. 1
{
  "formula": "C3H7OS",
  "method": "the ωB97M-V functional and the def2-TZVPD basis",
  "species": ["C", "C", "S", "H", "H", "H", "H", "H", "O", "C", "H", "H"],
  "coordinates": [[1.77, 1.25, 1.07], [0.44, 0.92, 1.77], [-0.73, 0.16, 0.63], [1.63, 1.89, 0.20], [2.16, 0.30, 0.70], [2.51, 1.68, 1.76], [0.01, 1.83, 2.20], [0.69, 0.23, 2.58], [-0.06, -1.45, -2.61], [-1.00, -1.28, -1.89], [-1.34, -2.04, -1.17], [-1.57, -0.34, -1.94]],
  "total_charge": -1,
  "de_lowest_kcal_mol": 23.6,
  "homo_ev": -2.54,
  "spin_multiplicity": 1
}

***

No. 2
{
  "formula": "C25H32F4N3O6PS2Ti",
  "method": "the ωB97M-V functional and the def2-TZVPD basis",
  "species": ["Ti", "C", "C", "N", "C", "C", "C", "C", "N", "C", "C", "F", "C", "F", "C", "C", "F", "C", "F", "H", "H", "H", "H", "H", "H", "H", "H", "H", "H", "H", "H", "H", "H", "H", "O", "C", "O", "C", "C", "C", "C", "C", "N", "C", "O", "O", "H", "H", "H", "C", "C", "C", "O", "P", "S", "S", "O", "C", "C", "C", "H", "H", "H", "H", "H", "H", "H", "H", "H", "H", "H", "H", "H", "H"],
  "coordinates": [[0.02, -0.05, -0.21], [2.27, 0.78, 3.30], [1.53, -0.51, 2.97], [0.24, -0.35, 2.24], [-0.59, 0.70, 2.88], [-0.94, 0.44, 4.34], [-0.41, -1.68, 2.26], [-1.70, -1.71, 1.43], [-1.70, -0.64, 0.42], [-2.93, -0.16, 0.01], [-2.95, 1.09, -0.61], [-1.74, 1.65, -0.81], [-4.09, 1.71, -1.06], [-3.99, 2.90, -1.66], [-5.31, 1.10, -0.91], [-5.33, -0.15, -0.32], [-6.49, -0.80, -0.18], [-4.18, -0.77, 0.13], [-4.30, -2.02, 0.62], [3.28, 0.53, 3.61], [1.80, 1.32, 4.12], [2.34, 1.46, 2.45], [1.33, -1.04, 3.90], [2.16, -1.17, 2.37], [-1.51, 0.80, 2.31], [-0.06, 1.63, 2.78], [-1.50, -0.49, 4.48], [-1.59, 1.26, 4.68], [-0.07, 0.42, 4.99], [-0.63, -1.99, 3.28], [0.30, -2.39, 1.86], [-2.55, -1.58, 2.09], [-1.78, -2.68, 0.96], [-6.22, 1.56, -1.27], [1.91, -3.58, -0.64], [1.63, -2.42, -0.53], [0.43, -1.88, -0.50], [2.68, -1.33, -0.39], [4.05, -1.41, -0.55], [4.78, -0.23, -0.47], [4.14, 0.99, -0.23], [2.78, 0.97, -0.06], [2.11, -0.17, -0.12], [1.82, 2.13, 0.20], [2.20, 3.25, 0.37], [0.58, 1.68, 0.24], [4.51, -2.37, -0.76], [5.85, -0.25, -0.61], [4.68, 1.92, -0.18], [0.50, -2.38, -6.51], [0.96, -2.39, -5.06], [2.22, -1.59, -4.82], [-0.12, -1.99, -4.17], [-0.76, -0.59, -3.83], [-2.59, -0.85, -3.27], [0.56, 0.35, -2.54], [-0.56, 0.21, -5.19], [-0.76, 1.62, -5.50], [0.59, 2.32, -5.51], [-1.77, 2.32, -4.62], [1.25, -2.89, -7.12], [0.38, -1.36, -6.87], [-0.45, -2.89, -6.60], [1.13, -3.42, -4.76], [2.07, -0.54, -5.09], [3.03, -2.00, -5.44], [2.52, -1.65, -3.77], [-1.15, 1.59, -6.52], [1.00, 2.39, -4.51], [0.48, 3.33, -5.92], [1.30, 1.77, -6.14], [-1.42, 2.39, -3.59], [-2.73, 1.80, -4.62], [-1.92, 3.34, -5.00]],
  "de_lowest_kcal_mol": 22.8,
  "homo_ev": -8.03,
  "spin_multiplicity": 1
}

***

No. 3
{
  "formula": "C3H7NdO2",
  "method": "the ωB97M-V functional and the def2-TZVPD basis",
  "species": ["O", "C", "C", "O", "C", "Nd", "H", "H", "H", "H", "H", "H", "H"],
  "coordinates": [[1.47, -0.49, -0.10], [0.44, -0.83, 0.76], [-0.93, -0.78, 0.12], [-1.81, -0.15, 1.03], [-3.16, -0.21, 0.67], [2.26, 0.09, -2.29], [0.51, -0.21, 1.68], [0.58, -1.86, 1.14], [-1.17, -1.82, -0.18], [-1.27, -0.38, -0.86], [-3.33, 0.13, -0.37], [-3.50, -1.26, 0.68], [-3.69, 0.51, 1.30]],
  "total_charge": 1,
  "s2": 6.00,
  "de_lowest_kcal_mol": 5.2,
  "homo_ev": [-11.88, -11.90],
  "spin_multiplicity": 5
}

***

No. 4
{
  "formula": "C15H18IrN2O2P",
  "method": "the ωB97M-V functional and the def2-TZVPD basis",
  "species": ["Ir", "C", "C", "C", "C", "C", "C", "N", "N", "C", "C", "C", "C", "C", "C", "H", "H", "H", "H", "H", "H", "H", "H", "H", "O", "C", "P", "C", "C", "O", "H", "H", "H", "H", "H", "H", "H", "H", "H"],
  "coordinates": [[-0.04, -0.25, 0.25], [2.16, 1.33, 5.03], [1.63, 0.06, 5.25], [0.82, -0.53, 4.30], [0.55, 0.14, 3.11], [1.08, 1.40, 2.89], [1.88, 1.99, 3.85], [-0.37, -0.47, 2.20], [0.10, -1.70, 1.69], [-1.06, -2.37, 1.08], [-1.95, -3.23, 1.68], [-2.96, -3.69, 0.84], [-3.05, -3.25, -0.49], [-2.16, -2.32, -1.01], [-1.10, -1.89, -0.22], [2.79, 1.79, 5.78], [1.84, -0.47, 6.17], [0.39, -1.51, 4.46], [0.86, 1.91, 1.95], [2.30, 2.97, 3.67], [-1.86, -3.51, 2.72], [-3.70, -4.39, 1.22], [-3.85, -3.62, -1.11], [-2.28, -2.00, -2.04], [1.60, -0.10, -0.35], [-1.08, 0.90, -3.23], [-0.60, 2.11, -1.99], [-1.48, 3.63, -2.36], [1.15, 2.43, -2.23], [-0.92, 1.65, -0.58], [-0.85, 1.27, -4.23], [-2.14, 0.70, -3.15], [-0.52, -0.03, -3.05], [-1.25, 3.96, -3.37], [-1.18, 4.39, -1.64], [-2.55, 3.46, -2.27], [1.33, 2.77, -3.25], [1.69, 1.51, -2.01], [1.46, 3.20, -1.52]],
  "de_lowest_kcal_mol": 32.1,
  "homo_ev": -7.35,
  "spin_multiplicity": 1
}

***

No. 5
{
  "formula": "C5H6I2",
  "method": "the ωB97M-V functional and the def2-TZVPD basis",
  "species": ["C", "C", "C", "C", "C", "I", "I", "H", "H", "H", "H", "H", "H"],
  "coordinates": [[0.42, -0.79, -1.75], [0.56, -1.58, -0.65], [-0.44, 0.24, -1.07], [-0.16, -0.57, 0.12], [0.30, -0.11, 1.39], [1.38, -3.33, -0.09], [-2.48, -2.03, 0.59], [0.45, -0.97, -2.82], [-0.09, 1.22, -1.02], [-1.47, 0.29, -1.41], [-0.08, 0.85, 1.53], [1.32, 0.25, 1.19], [0.33, -0.69, 2.37]],
  "de_lowest_kcal_mol": 35.3,
  "homo_ev": -8.64,
  "spin_multiplicity": 1
}